Record 1
This record from the Open Molecules 2025 dataset describes a molecular structure, C34H33NP2S2V at a distorted geometry. The level of theory is the ωB97M-V functional and the def2-TZVPD basis.

Atoms and positions in Å:
V -0.17 0.29 0.80
S -0.12 -1.64 2.18
S -1.80 2.06 0.61
P -2.33 0.50 -0.59
P -1.63 -1.88 0.89
N 1.93 2.51 -2.51
C -1.36 -0.91 -0.53
C 1.57 1.16 0.63
C -1.21 -5.39 -1.17
C -4.31 -2.49 1.35
C -5.51 -2.40 2.02
C -1.66 -4.60 1.45
C -4.75 -0.52 -1.44
C -3.21 -1.74 1.77
C -6.92 0.17 -0.68
C -5.63 -1.56 3.12
C -1.49 -5.94 1.16
C 3.86 1.92 0.13
C 2.60 1.47 -0.29
C -2.64 2.38 -2.65
C -4.16 0.36 -0.53
C 3.12 1.88 2.40
C -2.14 1.13 -2.30
C -1.26 -6.34 -0.15
C 1.89 1.41 1.99
C 4.13 2.13 1.47
C 3.02 3.49 -2.62
C -1.74 2.13 -4.87
C -6.13 -0.60 -1.52
C -2.43 2.88 -3.93
C 0.73 3.13 -1.92
C 2.36 1.25 -1.75
C -4.54 -0.80 3.54
C -6.33 1.02 0.25
C -1.27 0.87 -4.53
C -1.48 0.37 -3.26
C -1.37 -4.05 -0.87
C -4.95 1.12 0.32
C -3.34 -0.88 2.86
C -1.60 -3.65 0.43
H -6.95 1.61 0.91
H -1.53 -6.68 1.95
H -4.64 -0.15 4.40
H -1.33 -3.29 -1.65
H 3.32 2.03 3.46
H -4.12 -1.11 -2.08
H -1.83 -4.27 2.47
H -1.10 -7.38 -0.38
H -4.47 1.78 1.03
H 0.33 3.88 -2.60
H 4.65 2.07 -0.60
H -2.48 -0.31 3.18
H 5.11 2.46 1.79
H -1.03 -5.71 -2.19
H 3.27 0.91 -2.26
H 1.14 1.19 2.75
H -6.59 -1.27 -2.24
H -0.02 2.37 -1.74
H -8.00 0.12 -0.75
H -4.20 -3.15 0.49
H -3.16 2.97 -1.90
H -2.81 3.87 -4.19
H 1.68 2.20 -3.46
H 1.56 0.52 -1.88
H 3.32 3.78 -1.62
H -6.56 -1.51 3.66
H -1.58 2.52 -5.87
H -1.11 -0.61 -2.97
H -6.36 -2.99 1.70
H 3.87 3.06 -3.14
H 0.98 3.57 -0.96
H 2.67 4.37 -3.16
H -0.74 0.28 -5.27

Properties
HOMO level (spin up / spin down): -5.48 / -4.77 eV
LUMO energy (spin up / spin down): -0.03 / -0.02 eV
spin multiplicity: 2
<S²>: 0.768

=====

Record 2
This record from the Open Molecules 2025 dataset describes a molecular structure, C34H34BClCuN2O2PS. The level of theory is the ωB97M-V functional and the def2-TZVPD basis.

Atoms and positions in Å:
Cu 0.33 -1.42 -1.99
Cl -0.54 -2.98 -4.12
S 2.62 -1.69 -1.81
P -1.20 -0.08 -3.02
O -1.04 -0.66 0.63
O 0.71 -2.11 0.92
N 3.75 -0.58 0.30
N 1.79 0.44 -0.43
C 0.79 2.30 0.70
C -3.57 2.00 -0.45
C 1.07 1.89 -6.48
C 2.60 -0.92 5.76
C 0.46 -0.42 6.92
C 2.71 -0.52 -0.58
C -0.23 1.47 -6.69
C 1.68 1.71 -5.25
C -1.19 0.03 3.02
C -0.60 -0.17 4.27
C -3.13 -3.20 -4.80
C 2.90 1.19 1.54
C 1.10 -1.28 5.83
C -2.50 -1.10 -3.77
C 0.96 -2.76 6.23
C -1.84 2.61 -2.54
C 3.87 0.24 1.37
C 0.46 -1.06 4.46
C -2.48 3.63 -1.84
C 0.38 -1.56 2.14
C 0.99 1.10 -4.22
C -0.68 -0.69 1.97
C -2.18 -2.38 -4.23
C -0.33 0.68 -4.42
C 5.05 0.04 2.26
C 0.96 -1.78 3.36
C -3.34 3.33 -0.80
C -4.78 -1.48 -4.48
C -3.81 -0.66 -3.90
C -0.94 0.86 -5.66
C 1.86 1.27 0.60
C -4.43 -2.75 -4.92
C -2.92 0.98 -1.13
C -2.06 1.28 -2.18
B -0.14 -1.51 -0.01
H -1.17 2.85 -3.35
H -2.85 -4.19 -5.15
H 2.70 2.03 -5.10
H 0.95 -0.62 7.87
H -0.10 -3.04 6.28
H -0.17 1.86 0.41
H 0.73 2.73 1.69
H 5.13 -1.00 2.56
H -2.31 4.66 -2.13
H -5.18 -3.39 -5.37
H 1.62 2.36 -7.29
H 1.45 -3.42 5.51
H 4.96 0.66 3.15
H -0.60 -0.66 7.05
H 3.07 -1.07 6.73
H -3.09 -0.05 -0.84
H -2.02 0.71 2.89
H -0.70 1.61 -7.65
H -4.24 1.76 0.36
H 0.56 0.64 6.71
H 1.46 0.94 -3.26
H 1.01 3.10 -0.02
H 1.77 -2.48 3.46
H -3.84 4.12 -0.27
H -5.79 -1.13 -4.58
H 3.12 -1.54 5.03
H 4.41 -1.33 0.17
H -1.95 0.53 -5.82
H 5.96 0.32 1.73
H 2.73 0.13 5.48
H -0.99 0.38 5.11
H -4.09 0.33 -3.56
H 1.41 -2.93 7.21
H 2.94 1.86 2.39

Properties
HOMO level (spin up / spin down): -10.26 / -10.93 eV
LUMO energy (spin up / spin down): -2.97 / -3.69 eV
spin multiplicity: 2
<S²>: 0.755
relative energy (zero: lowest compared OMol25 entry of this formula, charge and spin): 0.0 kJ/mol
total charge: +1

=====

Record 3
This record from the Open Molecules 2025 dataset describes a single C34H34F3N3 molecule at a distorted geometry. The level of theory is the ωB97M-V functional and the def2-TZVPD basis.

Atoms and positions in Å:
F 6.34 2.06 -0.73
F 6.61 1.05 -2.67
F 6.30 3.25 -2.60
N -1.48 3.14 -2.39
N 3.59 -2.62 1.73
N -5.78 0.54 -0.47
C -4.76 3.23 -0.27
C -2.62 2.15 0.40
C 1.21 -3.52 0.41
C 2.17 2.72 -2.24
C 2.51 0.34 -2.02
C 3.56 2.94 -2.25
C 1.42 -2.08 0.80
C 4.95 -2.23 2.08
C 3.93 0.53 -2.00
C -0.65 2.36 -2.02
C 2.02 -4.46 1.29
C 0.23 1.29 -1.45
C -4.53 0.72 0.04
C 1.87 0.62 1.46
C -3.94 2.03 0.07
C -2.43 -0.22 0.80
C -6.70 1.68 -0.59
C -1.74 1.02 0.55
C 4.44 1.86 -2.12
C -3.73 -0.42 0.41
C 3.45 -4.02 1.31
C 2.88 -0.29 1.72
C -6.46 -0.75 -0.46
C 5.92 2.05 -2.04
C 2.62 -1.67 1.45
C 1.59 1.44 -1.98
C -0.33 1.23 0.30
C 0.65 0.22 0.86
C 4.20 0.15 2.24
C -5.49 -1.87 -0.67
C -4.37 -1.79 0.36
C 0.46 -1.12 0.52
C 4.96 -0.96 2.93
C -5.98 2.91 -1.11
H -7.22 -0.70 -1.26
H 3.99 3.95 -2.35
H 2.02 1.66 1.72
H -7.00 -0.86 0.50
H -7.16 1.88 0.40
H 1.50 -3.64 -0.65
H -7.51 1.35 -1.28
H -0.03 2.25 0.60
H -6.02 -2.81 -0.55
H 3.93 -4.13 0.32
H 5.54 -2.08 1.15
H 1.98 -5.46 0.90
H 4.50 -1.18 3.90
H 4.05 -4.59 2.04
H -4.12 3.91 -0.83
H -5.07 3.74 0.65
H 4.05 0.97 2.95
H 2.16 -0.68 -1.95
H -6.69 3.74 -1.08
H 4.80 0.56 1.41
H 5.38 -3.08 2.62
H 0.14 -3.75 0.48
H -0.18 0.28 -1.82
H 1.60 -4.45 2.30
H -0.44 -1.43 -0.04
H -2.18 3.14 0.44
H 6.00 -0.69 3.10
H 1.53 3.61 -2.33
H -1.91 -1.09 1.24
H 4.61 -0.30 -1.90
H -5.70 2.74 -2.15
H -5.08 -1.82 -1.68
H -4.77 -2.04 1.37
H -3.59 -2.52 0.13

Properties
HOMO level: -6.97 eV
LUMO energy: 0.15 eV
spin multiplicity: 1
SMILES: N#C[C@@H](c1ccc(C(F)(F)F)cc1)C(c1cc2c3c(c1)CCCN3CCC2)c1cc2c3c(c1)CCCN3CCC2

=====

Record 4
This record from the Open Molecules 2025 dataset describes a molecular structure, C34H34IN4O4Rh at a distorted geometry. The level of theory is the ωB97M-V functional and the def2-TZVPD basis.

Atoms and positions in Å:
I -3.96 1.13 -4.10
Rh -1.97 0.53 -1.74
O 0.42 -1.11 1.87
O 1.54 -1.67 -0.04
O -1.89 0.34 0.41
O 0.07 0.77 -2.21
N -3.67 -3.64 -2.34
N -2.51 -1.50 -2.22
N -3.61 -4.32 -0.11
N -4.63 -5.61 -1.73
C 2.56 -2.27 2.03
C 1.87 -2.70 -3.82
C -2.22 0.72 5.32
C 1.90 -0.70 -2.48
C -0.91 0.84 1.20
C -1.52 4.47 0.26
C -1.35 0.77 2.67
C 3.90 -1.48 -3.57
C -1.67 3.10 0.44
C 0.67 4.35 1.20
C -0.43 0.82 3.72
C -2.70 0.71 2.97
C 3.95 2.15 0.19
C 2.69 3.69 -1.15
C 3.74 3.44 -0.28
C 3.22 -2.56 -4.09
C 0.52 2.99 1.39
C -0.87 0.79 5.03
C 1.85 2.66 -1.54
C 0.63 -0.64 -0.35
C 1.13 0.25 -1.54
C -3.07 -2.52 -2.20
C 0.44 -3.41 1.26
C 2.05 1.37 -1.07
C -0.35 5.10 0.63
C 1.24 -2.11 1.28
C 3.25 -0.55 -2.77
C -3.02 2.31 -2.56
C 0.41 0.02 1.02
C -3.95 -4.50 -1.40
C 1.21 -1.77 -3.03
C -0.64 2.34 0.98
C 3.12 1.12 -0.21
C -3.14 0.69 4.28
H -3.41 0.67 2.15
H -4.20 0.64 4.49
H 3.81 0.28 -2.38
H -4.66 -6.39 -1.09
H 3.21 -2.92 1.46
H -0.33 -1.08 -0.69
H -0.23 6.16 0.50
H 4.96 -1.35 -3.78
H 0.13 -3.65 2.27
H 1.04 -4.22 0.86
H 4.77 1.95 0.87
H 3.03 -1.29 2.13
H 1.28 0.64 1.24
H -0.44 -3.28 0.63
H -2.34 5.04 -0.16
H -3.81 2.83 -2.04
H 1.34 2.46 1.85
H -2.60 2.62 0.17
H -0.14 0.81 5.83
H 0.15 -1.87 -2.85
H 3.73 -3.29 -4.69
H -4.82 -5.79 -2.70
H -2.32 2.98 -3.04
H 1.32 -3.54 -4.23
H -3.21 -3.45 0.19
H 2.39 -2.68 3.02
H 4.39 4.24 0.03
H 0.63 0.87 3.52
H -2.56 0.70 6.34
H 2.53 4.68 -1.54
H -3.89 -4.98 0.60
H 1.60 4.83 1.49
H 3.30 0.11 0.12
H 1.03 2.85 -2.21

Properties
HOMO level (spin up / spin down): -7.85 / -8.06 eV
LUMO energy (spin up / spin down): -0.16 / -1.64 eV
spin multiplicity: 5
<S²>: 6.016

=====

Record 5
This record from the Open Molecules 2025 dataset describes a molecular structure, C34H35BrIrN3O3. The level of theory is the ωB97M-V functional and the def2-TZVPD basis.

Atoms and positions in Å:
Ir 1.10 -1.24 -0.52
Br -1.08 -2.30 -1.13
O -0.03 0.42 -0.32
O 1.26 -0.13 -4.37
O 2.38 -2.86 -0.99
N 3.25 -3.37 -3.04
N 2.70 -0.16 0.10
N 1.79 -1.55 -2.67
C 2.11 -1.16 2.15
C -2.22 3.67 1.60
C -0.05 -2.18 2.17
C -0.65 3.31 -0.28
C -3.42 -0.98 -0.17
C -1.31 0.30 -0.06
C 3.07 -0.38 1.36
C 4.58 1.32 -0.21
C 5.28 2.24 -1.02
C 2.65 -1.98 -4.87
C 2.48 -2.59 -2.23
C -5.89 0.20 2.15
C 3.53 2.09 -2.66
C 4.77 2.61 -2.24
C 3.37 0.76 -0.67
C 0.96 -1.56 1.44
C -2.03 1.37 0.53
C 3.96 -4.51 -2.48
C -1.29 2.65 0.95
C 1.24 -2.04 4.20
C -6.23 -1.32 0.22
C 4.26 0.17 1.88
C 5.02 0.97 1.09
C 1.83 -1.14 -3.99
C -0.20 2.30 1.98
C -6.32 1.14 -0.12
C 3.31 -3.04 -4.38
C 2.26 -1.41 3.51
C -3.39 1.22 0.72
C 0.09 -2.42 3.53
C -4.12 0.07 0.39
C -5.62 0.02 0.65
C -2.06 -0.84 -0.37
C 2.84 1.19 -1.91
H -5.95 2.12 0.17
H 5.31 3.32 -2.86
H 5.95 1.39 1.46
H -5.50 1.15 2.51
H -6.16 1.03 -1.20
H -7.40 1.12 0.06
H -6.96 0.16 2.36
H -7.31 -1.31 0.42
H -0.65 1.86 2.88
H -0.72 -2.90 4.07
H 1.34 -2.23 5.26
H 0.33 3.21 2.27
H 0.52 1.59 1.57
H -3.94 2.04 1.17
H 4.56 -0.06 2.89
H -3.90 -1.91 -0.44
H -2.69 3.27 2.50
H -6.10 -1.49 -0.85
H -5.40 -0.59 2.73
H -0.19 4.26 0.01
H 1.88 0.83 -2.24
H 0.10 2.67 -0.73
H -1.64 4.55 1.89
H 6.21 2.65 -0.66
H 3.93 -3.68 -4.99
H -1.42 3.52 -1.04
H -0.97 -2.50 1.68
H 2.71 -1.72 -5.92
H -3.00 4.00 0.92
H 3.15 -1.10 4.04
H -5.80 -2.16 0.76
H 4.63 -4.18 -1.69
H 3.25 -5.22 -2.06
H 4.53 -4.98 -3.27
H 3.11 2.41 -3.61

Properties
HOMO level: -7.29 eV
LUMO energy: -0.36 eV
spin multiplicity: 1
relative energy (zero: lowest compared OMol25 entry of this formula, charge and spin): 9.4 kJ/mol

=====

Record 6
This record from the Open Molecules 2025 dataset describes a molecular structure, C34H35N13OPdS at a distorted geometry. The level of theory is the ωB97M-V functional and the def2-TZVPD basis.

Atoms and positions in Å:
Pd -2.47 -23.71 8.78
S -0.66 -15.80 17.49
O -3.51 -24.81 6.97
N 2.02 -16.49 17.03
N 0.10 -14.01 15.81
N -4.13 -23.64 10.03
N 1.14 -14.68 15.99
N 0.95 -27.12 9.78
N -5.72 -21.71 12.38
N 5.33 -21.54 4.53
N -3.08 -19.28 6.07
N -0.73 -23.16 7.63
N -7.98 -22.05 11.79
N -1.05 -25.42 9.16
N -6.41 -23.26 10.71
N -2.87 -21.48 7.70
C 1.61 -22.50 6.55
C 2.93 -22.07 5.93
C -6.97 -27.61 5.35
C -1.30 -26.40 9.97
C -5.07 -26.45 6.21
C 4.97 -20.74 5.57
C -0.29 -27.37 10.16
C -6.41 -26.95 6.41
C -1.85 -21.20 6.87
C 0.95 -15.75 16.84
C -7.14 -26.81 7.68
C -1.04 -14.55 16.37
C -2.39 -14.04 16.01
C 4.54 -22.56 4.12
C -4.39 -26.64 4.98
C -2.05 -20.17 5.97
C -6.70 -22.38 11.68
C -0.66 -22.03 6.97
C -5.02 -27.48 3.97
C -5.21 -23.47 10.43
C -4.04 -19.57 6.95
C -3.37 -15.14 15.51
C 1.51 -23.68 7.28
C -6.37 -27.98 4.10
C -2.95 -26.20 4.67
C -3.94 -20.72 7.72
C -4.59 -25.52 7.09
C 3.70 -20.93 6.19
C 0.32 -23.96 7.88
C 3.43 -22.89 4.85
C 1.18 -25.97 9.12
C 0.56 -21.65 6.36
C 0.18 -25.20 8.67
C -7.05 -28.77 2.90
H -8.70 -22.47 11.20
H -8.20 -28.77 2.97
H 2.21 -25.66 8.90
H -2.64 -26.09 5.73
H -5.37 -25.50 7.97
H -4.97 -22.29 12.74
H 1.87 -17.31 17.64
H -8.00 -27.87 5.64
H -2.46 -27.05 4.05
H -2.63 -13.47 16.90
H -6.66 -29.81 3.00
H -4.76 -21.10 8.36
H 5.41 -19.83 5.81
H -6.20 -21.14 13.09
H -1.30 -19.91 5.21
H -6.86 -28.27 1.95
H -6.86 -27.60 8.43
H -4.28 -15.15 16.12
H -4.94 -18.95 7.12
H -8.28 -26.87 7.48
H 5.06 -23.42 3.69
H -2.95 -25.25 4.02
H 2.43 -24.27 7.41
H 0.76 -20.78 5.77
H -3.70 -14.87 14.50
H -2.27 -13.30 15.22
H -4.41 -27.44 3.13
H -8.15 -21.51 12.66
H 3.17 -23.94 4.75
H -0.57 -28.25 10.68
H 2.91 -16.18 16.67
H -2.99 -16.15 15.56
H 3.37 -20.15 6.89
H -2.28 -26.45 10.34
H -6.95 -25.86 8.26

Properties
HOMO level (spin up / spin down): -15.96 / -15.96 eV
LUMO energy (spin up / spin down): -10.02 / -13.07 eV
spin multiplicity: 5
<S²>: 6.035
relative energy (zero: lowest compared OMol25 entry of this formula, charge and spin): 89.6 kJ/mol
total charge: +4

=====

no.,calculated total energy (eV)
1,-103217.7339
2,-120845.9114
3,-48432.5098
4,-61065.6684
5,-119323.3616
6,-71517.3776